14 unconnected molecules or ions with the total composition C28H91O35P7 at a distorted geometry. Source: OMol25; level of theory: wB97M-V/def2-TZVPD.

Last column: Mulliken spin population.
CARTESIAN COORDINATES (ANGSTROEM)
C  0.8533  -7.3221  1.5017  0.00
O  1.2538  -6.0289  1.8037  0.00
P  0.1319  -5.0631  2.4104  0.00
O  0.0440  -4.8746  3.8673  0.00
O  0.4803  -3.6962  1.6932  0.00
C  0.4874  -3.5784  0.2689  0.00
O  -1.2946  -5.5575  1.7808  0.00
C  -2.5358  -5.2474  2.3766  0.00
H  0.8041  -7.5616  0.4394  0.00
H  -0.0344  -7.7284  1.9863  0.00
H  1.5339  -8.0233  1.9845  0.00
H  0.1413  -2.5646  0.0679  0.00
H  -0.2687  -4.1594  -0.2592  0.00
H  1.4978  -3.6885  -0.1250  0.00
H  -2.3829  -4.6059  3.2445  0.00
H  -3.0215  -6.1496  2.7484  0.00
H  -3.2695  -4.7636  1.7318  0.00
C  6.5216  -1.8500  4.1466  0.00
O  6.5325  -0.7939  3.2020  0.00
P  5.1029  -0.3438  2.5256  0.00
O  4.1555  0.2169  3.4762  0.00
O  4.6191  -1.6417  1.6966  0.00
C  3.3198  -1.8049  1.3451  0.00
O  5.5830  0.6916  1.3988  0.00
C  4.6667  1.2887  0.5293  0.00
H  7.3379  -1.7073  4.8547  0.00
H  6.7015  -2.7988  3.6413  0.00
H  5.5229  -1.9013  4.5802  0.00
H  2.9920  -1.3796  0.3965  0.00
H  2.5951  -1.5299  2.1115  0.00
H  3.1407  -2.8586  1.1315  0.00
H  5.1756  2.2295  0.3193  0.00
H  3.7024  1.4337  1.0163  0.00
H  4.5808  0.7393  -0.4081  0.00
C  -0.0044  5.9409  0.9098  0.00
O  0.5171  4.8585  1.6691  0.00
P  -0.3377  4.2386  2.8978  0.00
O  -1.6682  3.6713  2.5916  0.00
O  -0.2176  5.3355  4.0920  0.00
C  -1.1214  6.4227  4.3438  0.00
O  0.6538  3.0561  3.4403  0.00
C  2.0218  3.2082  3.8331  0.00
H  -0.1617  5.6213  -0.1204  0.00
H  0.6244  6.8311  0.9188  0.00
H  -1.0336  6.2327  1.1191  0.00
H  -0.4829  7.3040  4.2833  0.00
H  -1.6293  6.4228  5.3083  0.00
H  -1.7633  6.6393  3.4899  0.00
H  2.2545  4.2602  3.9983  0.00
H  2.6066  2.9517  2.9498  0.00
H  2.2269  2.5879  4.7057  0.00
C  -7.4444  -1.6714  -3.2795  0.00
O  -6.9063  -1.4367  -4.5310  0.00
P  -5.7098  -0.4412  -5.0005  0.00
O  -5.4870  -0.4547  -6.4695  0.00
O  -6.1527  1.0471  -4.4985  0.00
C  -7.2263  1.6644  -5.1616  0.00
O  -4.3608  -0.7434  -4.1068  0.00
C  -3.1013  -0.2420  -4.4738  0.00
H  -6.6493  -1.4468  -2.5686  0.00
H  -7.6882  -2.7126  -3.0683  0.00
H  -8.3202  -1.0425  -3.1195  0.00
H  -6.9868  2.6757  -5.4902  0.00
H  -8.0695  1.8390  -4.4932  0.00
H  -7.6190  1.2182  -6.0752  0.00
H  -2.5400  0.3440  -3.7460  0.00
H  -3.0307  0.3147  -5.4082  0.00
H  -2.6139  -1.1802  -4.7392  0.00
C  -4.2165  1.2825  2.1130  0.00
O  -5.4719  0.5592  2.3128  0.00
P  -5.6633  -0.2331  3.7027  0.00
O  -4.4676  -0.3387  4.6157  0.01
O  -6.9162  0.5118  4.3355  0.00
C  -8.0247  1.0761  3.6088  0.00
O  -6.2665  -1.6380  3.2120  0.00
C  -6.1826  -2.7684  4.0570  0.00
H  -3.5483  0.6734  1.5041  0.00
H  -3.6251  1.5781  2.9795  0.00
H  -4.4081  2.1404  1.4684  0.00
H  -7.9799  2.1133  3.9409  0.00
H  -8.9443  0.5848  3.9267  0.00
H  -8.0028  0.9873  2.5227  0.00
H  -6.4687  -2.3895  5.0382  0.00
H  -5.2114  -3.2583  4.1276  0.00
H  -6.9791  -3.4675  3.8020  0.00
C  6.9573  1.3213  -3.3965  0.00
O  6.6110  2.1955  -4.4673  0.00
P  5.1176  2.6876  -4.6981  0.00
O  4.9193  3.6733  -5.8083  0.00
O  4.2702  1.2693  -4.8426  0.00
C  2.9031  1.1927  -4.4074  0.00
O  4.6042  3.1242  -3.2292  0.00
C  5.0973  4.3167  -2.5720  0.00
H  7.2947  0.3893  -3.8500  0.00
H  6.1342  0.9516  -2.7850  0.00
H  7.7557  1.7263  -2.7746  0.00
H  2.5474  1.9924  -3.7577  0.00
H  2.7918  0.2780  -3.8250  0.00
H  2.2021  1.1501  -5.2410  0.00
H  4.2468  4.9957  -2.5108  0.00
H  5.8771  4.8049  -3.1565  0.00
H  5.4536  4.0537  -1.5760  0.00
C  0.2786  -0.5310  -2.3699  0.00
O  0.7065  0.6961  -1.7822  0.00
P  0.0462  1.3716  -0.4371  0.00
O  -1.4061  1.1465  -0.2822  0.00
O  0.9405  0.6245  0.7303  0.00
C  0.2052  0.0562  1.8104  0.02
O  0.5954  2.8978  -0.4537  0.00
C  1.9384  3.0791  -0.8961  0.00
H  -0.2175  -0.3233  -3.3180  0.00
H  -0.3991  -1.0972  -1.7310  0.00
H  1.0832  -1.2018  -2.6710  0.00
H  -0.2843  0.8335  2.3972  0.01
H  0.8242  -0.5228  2.4957  -0.02
H  -0.6313  -0.5672  1.4947  0.01
H  2.5109  2.1599  -1.0205  0.00
H  2.4798  3.7664  -0.2460  0.00
H  1.9752  3.4415  -1.9234  0.00
C  -3.6233  -1.6578  -0.4255  0.00
O  -3.6360  -3.0354  -0.1882  0.00
H  -3.8312  -1.1726  0.5281  0.00
H  -2.7029  -1.2600  -0.8529  0.00
H  -4.3402  -1.3962  -1.2038  0.00
H  -4.3633  -3.3054  0.3772  0.00
C  -0.7692  -3.8493  -4.1505  0.00
O  -0.2119  -5.1606  -4.1377  0.00
H  -1.6782  -3.9801  -3.5634  0.00
H  -0.1900  -3.0721  -3.6519  0.00
H  -0.9522  -3.4493  -5.1478  0.00
H  -0.8732  -5.8009  -4.4104  0.00
C  1.4694  -0.3378  5.5570  0.05
O  2.7835  0.1930  5.8956  0.31
H  1.5114  -1.2753  5.0026  0.03
H  0.9243  -0.4699  6.4916  0.00
H  0.9333  0.3492  4.9022  0.03
H  3.3435  0.2132  5.1161  -0.01
C  2.8115  7.3451  -1.2791  0.00
O  1.9791  8.3646  -1.7000  0.00
H  3.3921  7.1640  -2.1836  0.00
H  3.4895  7.6850  -0.4962  0.00
H  2.3556  6.4276  -0.9069  0.00
H  1.7532  8.8444  -0.8998  0.00
C  2.1843  -2.4065  -5.4892  0.00
O  1.3327  -1.2967  -5.7858  0.00
H  2.8535  -2.6812  -6.3046  0.00
H  2.7540  -2.2158  -4.5797  0.00
H  1.6171  -3.3248  -5.3372  0.00
H  0.7552  -1.6244  -6.4791  0.00
C  -1.6544  -1.8619  4.0102  0.03
O  -0.7708  -2.4626  4.8891  0.45
H  -1.3879  -2.0725  2.9745  0.00
H  -2.6779  -2.2030  4.1659  0.07
H  -1.6574  -0.7749  4.0909  0.02
H  -0.5182  -3.3239  4.5485  -0.01
C  4.3706  -2.1619  -2.2847  0.00
O  3.9684  -3.4602  -2.6460  0.00
H  5.2129  -2.2000  -1.5940  0.00
H  4.4014  -1.5076  -3.1559  0.00
H  3.5263  -1.8366  -1.6768  0.00
H  3.8140  -4.0062  -1.8716  0.00

Atomic forces in eV per Å
C 0.261 -3.644 0.369
O -1.629 1.713 0.627
P -1.184 0.060 -1.089
O 0.179 0.286 0.029
O -0.196 -0.238 0.395
C -0.434 1.093 -0.586
O 2.022 0.173 -0.345
C -0.805 0.095 1.306
H 0.060 0.518 0.009
H -0.684 1.003 -0.150
H 0.803 0.196 -0.416
H 0.336 0.232 0.069
H 0.273 -0.691 0.337
H -0.172 -0.316 0.010
H -0.049 0.039 0.043
H 0.267 -0.199 -0.064
H 0.682 0.049 -0.560
C -0.323 -0.791 -0.109
O -1.868 1.329 -2.044
P 3.296 -0.512 -0.988
O -1.262 0.005 0.697
O 2.392 1.241 1.265
C -3.122 -1.451 -0.958
O 0.866 -1.992 2.042
C 0.022 0.960 -0.457
H -0.379 0.281 0.096
H 0.015 -0.011 -0.130
H 0.255 -0.086 0.656
H 0.451 0.893 0.018
H 0.219 0.176 0.135
H 0.252 -0.316 0.444
H -0.650 0.285 -0.284
H -0.110 0.124 -0.202
H -0.157 -0.222 0.061
C -0.969 0.254 -1.207
O -0.492 -0.252 1.172
P 0.784 -0.821 0.984
O 1.061 0.875 0.145
O -0.432 -1.259 -0.679
C 0.825 1.335 -1.199
O -1.391 1.081 -0.396
C -0.017 0.872 -1.056
H 0.669 -0.230 -0.163
H 0.202 -0.284 0.310
H -0.005 -0.043 0.919
H 0.146 0.137 0.601
H 0.064 -0.645 -0.237
H -0.623 -0.718 0.239
H -0.068 -0.029 0.527
H 0.317 -0.495 0.285
H -0.019 0.103 -0.191
C 0.588 0.457 1.948
O 1.923 0.458 -2.368
P 0.194 0.846 -0.844
O -0.274 -0.503 1.775
O 0.748 -1.648 0.189
C -1.415 1.509 -0.599
O -3.401 0.678 0.161
C 1.391 -0.901 -1.614
H -0.341 0.266 0.593
H -0.111 -0.101 -0.771
H 0.047 -0.020 0.095
H 0.714 0.007 0.156
H 0.025 -0.470 0.316
H 0.405 -0.763 0.166
H -0.627 -0.284 0.589
H -0.824 0.243 -0.044
H 0.975 0.217 0.315
C 0.573 -0.125 -1.235
O 0.915 -0.334 1.237
P 0.560 0.585 0.294
O -1.900 -0.003 -1.549
O 0.796 -0.820 -0.018
C -0.077 0.275 0.434
O 0.859 0.510 -1.089
C -1.077 0.274 1.433
H -0.053 -0.268 0.049
H -0.754 -0.037 0.375
H -0.351 0.070 0.404
H -0.575 0.028 -0.441
H 0.120 0.096 0.284
H 0.613 0.009 0.084
H 0.294 -0.478 0.440
H 0.072 0.215 -0.360
H 0.281 -0.023 -0.442
C 0.187 -1.375 -0.176
O -0.560 0.474 -0.066
P -1.687 -0.167 -1.182
O 0.688 -1.671 2.176
O 0.841 1.845 0.550
C -0.600 -0.229 0.090
O 0.436 0.034 -0.141
C -0.490 -0.060 -0.628
H 0.437 0.123 -0.139
H -0.384 0.745 0.082
H -0.178 0.266 -0.182
H 0.562 0.268 -0.049
H 0.100 -0.128 -0.127
H 0.381 -0.123 -0.218
H 0.136 0.074 0.167
H 0.080 -0.090 0.080
H 0.031 -0.053 -0.115
C -0.720 -0.315 -0.440
O -0.055 1.106 1.188
P 0.536 -1.016 -0.509
O 1.235 0.507 -0.071
O -0.608 0.301 -0.688
C -1.028 0.335 0.760
O -0.680 -2.167 -0.247
C 1.077 0.086 -0.905
H -0.222 0.210 0.137
H -0.097 0.173 0.122
H 0.613 0.376 0.497
H 0.198 0.287 0.079
H 0.451 0.116 -0.434
H 0.189 -0.221 -0.499
H -0.160 -0.270 0.621
H -0.329 -0.032 0.155
H -0.451 0.501 0.053
C -0.819 0.815 0.044
O 1.042 -1.412 -0.268
H -0.068 0.595 -0.300
H 0.495 -0.617 0.430
H -0.493 0.186 0.230
H -0.170 0.468 -0.158
C -1.083 -0.599 0.462
O 1.228 0.463 -0.070
H -0.498 0.833 -0.282
H 0.664 -0.608 0.186
H -0.239 -0.256 -0.173
H -0.129 0.219 -0.069
C 1.581 1.222 1.237
O -2.612 -1.145 0.407
H 0.207 -0.633 -0.318
H 0.129 0.043 -0.157
H -0.094 0.336 -0.277
H 0.552 0.061 -1.223
C 1.595 -0.349 -0.526
O -1.265 0.732 0.618
H 0.332 -0.692 0.276
H 0.252 0.023 0.065
H -0.504 -0.098 -0.201
H -0.405 0.392 -0.223
C -0.070 -0.552 -0.004
O 0.223 -0.488 0.120
H 0.298 0.523 -0.106
H -0.065 0.156 -0.184
H -0.260 -0.001 0.340
H -0.182 0.306 -0.161
C 0.573 0.833 -1.033
O -0.268 1.549 0.886
H -0.025 -0.520 -0.206
H -0.504 -0.101 0.331
H -0.101 -0.001 0.697
H 0.714 -1.799 -0.559
C -1.515 -0.387 1.441
O 0.246 -0.892 -1.212
H 0.568 0.446 -0.554
H 0.631 -0.269 0.047
H -0.019 1.034 0.213
H 0.137 0.146 0.054

Energy, Ha: -6144.37228
2S+1: 2
<S²>: 0.757
LUMO level (spin up / spin down), eV: -1.74 / -8.64
Kohn-Sham gap (spin up / spin down), eV: 10.2 / 3.3
Total charge: +1
HOMO (spin up / spin down), eV: -11.95 / -11.95